{"formula": "C3H6Cl2NO3P", "method": "the ωB97M-V functional and the def2-TZVPD basis", "species": ["C", "C", "Cl", "C", "N", "Cl", "P", "O", "O", "O", "H", "H", "H", "H", "H", "H"], "coordinates": [[2.0482, 0.6472, -0.1523], [0.5754, 0.9341, -0.3493], [0.0061, 2.4978, 0.0130], [-0.3768, -0.0809, 0.2675], [0.2726, -1.4330, 0.3445], [-0.4714, 0.3777, 2.0862], [-2.1723, -0.4087, -0.4326], [-3.1893, 0.5011, 0.1979], [-2.3823, -1.9045, 0.0476], [-1.9417, -0.1581, -1.9028], [2.3047, 0.6964, 0.9771], [2.2195, -0.4206, -0.5001], [2.5670, 1.3907, -0.7730], [0.4791, 0.8788, -1.3997], [0.6836, -1.5657, 1.2538], [-0.6225, -1.9521, 0.3222]], "forces_ev_per_a": [[0.3, -0.5, 1.7], [0.0, -2.1, -0.3], [0.0, 2.5, 0.4], [0.9, -1.8, 1.3], [-1.0, 0.9, -1.2], [-0.2, 0.3, 0.6], [-1.5, -1.5, 0.4], [0.2, 0.6, 0.4], [1.0, 1.7, -0.8], [0.6, -0.3, -0.5], [-0.1, 0.1, -1.8], [-0.1, 1.4, 0.3], [0.4, -0.3, 0.4], [-0.8, -0.5, -1.3], [0.1, 0.2, 0.2], [0.2, -0.9, 0.0]], "mulliken_charge": [-1.272, 0.227, -0.227, 0.149, -0.848, -0.318, 0.815, -0.785, -0.900, -0.807, 0.177, 0.345, 0.417, 0.323, 0.242, 0.462], "orbital_gap_ev": 5.48, "e_tot_ev": -45176.2639, "smiles": "C[C@H](Cl)[C@@](N)(Cl)P(=O)([O-])[O-]", "homo_energy_ev": 0.3, "charge": -2, "relative_energy_kcal_mol": 73.19}